{"formula": "C20H60O20", "method": "ωB97M-V/def2-TZVPD", "elements": ["C", "C", "O", "O", "H", "H", "H", "H", "H", "H", "C", "C", "O", "O", "H", "H", "H", "H", "H", "H", "C", "C", "O", "O", "H", "H", "H", "H", "H", "H", "C", "C", "O", "O", "H", "H", "H", "H", "H", "H", "C", "C", "O", "O", "H", "H", "H", "H", "H", "H", "C", "C", "O", "O", "H", "H", "H", "H", "H", "H", "C", "C", "O", "O", "H", "H", "H", "H", "H", "H", "C", "C", "O", "O", "H", "H", "H", "H", "H", "H", "C", "C", "O", "O", "H", "H", "H", "H", "H", "H", "C", "C", "O", "O", "H", "H", "H", "H", "H", "H"], "positions_angstrom": [[11.9767, -15.9346, 15.4498], [12.3089, -16.4114, 16.8922], [12.6196, -15.2954, 17.7004], [10.8096, -15.2525, 15.3251], [11.8750, -16.7758, 14.7641], [12.7360, -15.3066, 14.9838], [13.2373, -16.9810, 16.8506], [11.5393, -17.0523, 17.3223], [12.7491, -15.7305, 18.5463], [10.9104, -14.5162, 15.9328], [18.5200, -11.3928, 23.9271], [17.3641, -11.6023, 24.9507], [16.2587, -10.8083, 24.6078], [19.1091, -10.2145, 24.3971], [18.1766, -11.2647, 22.9005], [19.2399, -12.2110, 23.9135], [17.7130, -11.4462, 25.9715], [17.0894, -12.6519, 24.8453], [15.9853, -11.0323, 23.7153], [18.3758, -9.5978, 24.4568], [16.2836, -4.0524, 25.2951], [14.9160, -4.6118, 25.0359], [14.4293, -5.4558, 26.0345], [17.2458, -5.0735, 25.2643], [16.3551, -3.6395, 26.3013], [16.5102, -3.2891, 24.5507], [14.9041, -5.0899, 24.0564], [14.1736, -3.8263, 24.8944], [14.8554, -6.2932, 25.8374], [18.0009, -4.7314, 25.7485], [18.5623, -6.2742, 19.0361], [17.9931, -4.9504, 18.6591], [16.8070, -5.0782, 17.9336], [19.1914, -6.8903, 17.8739], [17.8418, -6.8740, 19.5920], [19.3705, -6.1570, 19.7579], [18.6802, -4.2914, 18.1283], [17.7538, -4.3498, 19.5366], [16.9919, -5.5987, 17.1484], [18.7833, -7.7331, 17.6627], [3.2961, -8.7772, 14.5632], [1.9858, -9.3505, 13.9739], [2.1248, -9.7421, 12.6044], [4.3276, -9.7398, 14.6102], [3.0795, -8.4534, 15.5812], [3.5806, -7.8991, 13.9834], [1.2430, -8.5548, 14.0312], [1.7016, -10.1484, 14.6599], [1.2441, -9.9875, 12.3115], [4.4207, -10.1954, 13.7704], [8.6732, -4.4714, 15.1327], [10.0492, -3.8819, 15.7035], [9.7035, -2.8995, 16.6533], [8.2667, -3.6980, 14.0502], [7.9347, -4.6333, 15.9179], [8.8202, -5.3855, 14.5574], [10.7189, -3.4730, 14.9470], [10.6398, -4.7272, 16.0568], [10.4849, -2.4109, 16.9221], [8.0919, -2.8278, 14.4158], [15.3782, -10.4006, 14.2063], [15.1210, -10.1581, 12.6660], [15.6705, -8.9240, 12.2676], [16.6361, -10.7783, 14.5807], [14.6180, -11.0468, 14.6451], [15.2705, -9.4256, 14.6816], [14.0420, -10.1277, 12.5139], [15.4048, -10.9509, 11.9738], [16.6218, -9.0047, 12.1676], [16.8388, -11.6862, 14.3436], [4.4138, -17.0127, 16.7247], [4.5393, -15.6436, 17.3943], [3.4928, -15.4456, 18.3188], [3.3222, -17.1273, 15.9364], [4.3352, -17.7070, 17.5613], [5.3110, -17.1824, 16.1295], [4.5202, -14.8765, 16.6202], [5.5324, -15.6339, 17.8435], [2.6641, -15.3612, 17.8416], [3.4179, -17.8406, 15.3011], [6.6995, -3.0198, 23.3835], [8.0607, -3.6408, 23.5925], [8.2651, -4.1798, 24.9198], [5.6093, -3.9705, 23.3586], [6.7368, -2.4119, 22.4795], [6.4726, -2.2274, 24.0967], [8.7814, -2.8276, 23.5069], [8.2953, -4.3013, 22.7578], [9.1674, -4.4656, 25.0801], [5.5993, -4.4583, 24.1853], [11.3535, -9.3379, 19.7726], [9.9964, -9.8004, 19.3379], [9.9251, -10.0739, 17.9856], [12.1122, -10.4436, 20.1848], [11.1659, -8.6568, 20.6028], [11.9024, -8.8017, 18.9984], [9.2654, -9.0059, 19.4876], [9.5520, -10.6218, 19.9000], [9.0081, -9.9636, 17.7237], [12.1397, -11.0487, 19.4400]], "forces_ev_per_a": [[1.3, -1.5, -0.1], [1.0, 0.1, -1.9], [-0.6, 0.1, 0.4], [-2.0, 1.2, 0.6], [0.2, -0.5, 0.3], [0.9, -0.1, 0.6], [0.0, -0.5, -0.4], [-0.4, 0.2, -0.1], [0.2, 0.7, 0.5], [-0.5, 0.4, 0.0], [-0.7, 0.2, 1.7], [0.5, -2.3, -2.1], [-0.2, 0.9, 0.6], [1.2, 0.8, -0.5], [-0.4, -0.1, -0.2], [0.1, 0.1, 0.3], [-0.2, 0.4, -0.2], [-0.3, -0.4, 0.4], [0.0, -0.1, 0.0], [0.0, 0.4, 0.1], [-0.1, 0.4, 0.6], [-0.5, 0.8, -0.9], [0.2, -0.6, 0.1], [0.5, -0.7, -0.3], [-0.5, 0.5, 0.0], [0.0, 0.2, -0.1], [0.3, -0.4, -0.2], [0.2, 0.4, 0.3], [-0.1, -0.4, 0.5], [0.2, -0.3, -0.1], [1.6, -0.3, 0.1], [-0.1, 0.9, 0.3], [-0.8, -0.1, -0.4], [-0.8, 0.2, 0.5], [-0.3, -0.3, -0.6], [0.2, 0.3, 0.0], [0.5, -0.4, -0.3], [-0.2, -0.3, 0.3], [0.1, 0.0, -0.2], [-0.1, 0.0, 0.1], [-0.8, -0.5, -1.1], [0.6, 0.9, 0.5], [0.3, -0.1, 0.7], [0.2, 0.0, 0.5], [0.1, -0.1, 0.0], [0.2, 0.1, -0.1], [-0.2, 0.1, 0.2], [-0.2, -0.4, -0.3], [0.0, -0.1, -0.2], [-0.2, 0.2, -0.2], [2.7, -0.2, -0.8], [-1.2, -1.4, -0.6], [-0.1, 0.0, 0.3], [-1.1, 1.5, -0.1], [0.0, 0.3, 0.1], [0.5, -0.7, 1.0], [-0.6, 0.2, -0.6], [-0.1, -0.1, 0.9], [0.1, 0.0, 0.0], [-0.2, 0.4, -0.3], [-1.6, 0.7, -1.2], [-0.1, -0.2, 1.2], [-0.1, 0.3, -0.3], [2.1, -0.6, 0.2], [-0.2, -0.3, -0.2], [-0.4, 0.1, -0.2], [-0.1, 0.5, 0.2], [0.6, -0.4, 0.3], [0.1, -0.1, 0.1], [-0.2, -0.1, -0.1], [2.0, 0.3, 1.5], [-0.5, -0.7, -1.3], [0.4, 0.2, 0.6], [-2.5, 0.3, -1.6], [0.4, -0.4, 0.1], [0.4, -0.1, 0.2], [0.1, 0.2, -0.1], [-0.3, 0.2, 0.6], [0.0, -0.1, -0.2], [0.0, 0.0, 0.1], [-0.6, -0.3, 0.8], [1.1, 0.8, 0.5], [-1.2, -0.1, -0.6], [0.7, 0.7, -0.7], [-0.2, -0.7, -0.6], [0.2, -0.2, 0.7], [0.1, 0.3, -0.3], [-0.2, -0.6, 0.3], [0.1, 0.1, -0.4], [0.2, 0.1, 0.2], [-0.5, -0.4, 0.2], [-1.8, 1.4, 0.3], [0.4, -0.7, -1.9], [0.7, -0.3, 0.6], [0.5, -0.2, 0.3], [-0.4, 0.2, -0.3], [0.1, 0.6, 0.5], [0.7, -0.3, 0.5], [0.1, -0.2, -0.3], [0.1, -0.1, -0.1]], "smiles": "OCCO.OCCO.OCCO.OCCO.OCCO.OCCO.OCCO.OCCO.OCCO.OCCO", "de_lowest_ev": 4.751}

{"formula": "C40H95N5O16", "method": "ωB97M-V/def2-TZVPD", "elements": ["C", "C", "C", "O", "C", "C", "C", "O", "O", "O", "H", "H", "C", "C", "C", "O", "C", "N", "H", "H", "H", "H", "H", "H", "H", "H", "H", "H", "H", "C", "C", "C", "O", "C", "N", "H", "H", "H", "H", "H", "H", "H", "H", "H", "H", "H", "C", "C", "C", "O", "C", "N", "H", "H", "H", "H", "H", "H", "H", "H", "H", "H", "H", "C", "C", "O", "H", "H", "H", "H", "H", "H", "C", "C", "O", "H", "H", "H", "H", "H", "H", "C", "C", "O", "H", "H", "H", "H", "H", "H", "C", "C", "O", "H", "H", "H", "H", "H", "H", "C", "C", "O", "H", "H", "H", "H", "H", "H", "C", "O", "C", "C", "N", "C", "C", "O", "C", "H", "H", "H", "H", "H", "H", "H", "H", "H", "H", "H", "H", "H", "H", "H", "C", "O", "C", "C", "N", "C", "C", "O", "C", "H", "H", "H", "H", "H", "H", "H", "H", "H", "H", "H", "H", "H", "H", "H"], "positions_angstrom": [[-0.9068, -1.8866, 2.9238], [-0.3922, -1.1113, 1.9111], [-0.3247, -1.7209, 0.5308], [0.1622, -1.1031, -0.5351], [-0.6112, -3.0378, 0.2856], [-1.1528, -3.9211, 1.3285], [-1.3314, -3.2677, 2.7301], [-1.7959, -3.8547, 3.6525], [-1.4365, -5.1202, 1.1178], [-0.0835, 0.1399, 2.1361], [-0.9129, -1.5747, 3.9577], [-0.4694, -3.3874, -0.7264], [7.0573, -4.6877, -5.8332], [6.1114, -4.0769, -6.9448], [6.6116, -3.7857, -8.3633], [7.5063, -2.7563, -8.1453], [7.7516, -1.9576, -9.3589], [4.9644, -4.9829, -6.9797], [6.4628, -4.8336, -4.9314], [7.8811, -4.0306, -5.5545], [7.3818, -5.6848, -6.1309], [5.6853, -3.1678, -6.5203], [5.7171, -3.6186, -8.9634], [7.1637, -4.6058, -8.8223], [8.6074, -1.3065, -9.1809], [6.8443, -1.4158, -9.6260], [7.9912, -2.6543, -10.1623], [5.3665, -5.8957, -6.8207], [4.3290, -4.7894, -6.2188], [-6.0316, 5.4857, 7.1751], [-6.0561, 5.7285, 5.6255], [-6.6924, 7.0883, 5.1496], [-6.9596, 7.0691, 3.7710], [-7.0225, 8.4219, 3.3049], [-4.6747, 5.6713, 5.2898], [-5.6741, 6.3175, 7.7822], [-5.2255, 4.7820, 7.3825], [-6.9765, 5.1273, 7.5835], [-6.6083, 4.8978, 5.1860], [-6.0996, 7.8857, 5.5978], [-7.6805, 7.0675, 5.6092], [-6.0337, 8.8609, 3.1718], [-7.6077, 9.1462, 3.8713], [-7.3786, 8.4129, 2.2747], [-4.3586, 6.2768, 6.0338], [-4.3692, 4.7299, 5.4910], [-6.1809, 3.7685, -1.2892], [-4.9381, 4.3098, -2.0267], [-5.1519, 4.9523, -3.4228], [-3.9354, 5.4620, -3.9548], [-4.2273, 6.1718, -5.1547], [-4.3311, 5.2686, -1.1324], [-6.4694, 2.9464, -1.9442], [-6.9598, 4.5182, -1.1497], [-5.8367, 3.2302, -0.4061], [-4.2110, 3.4995, -2.0806], [-5.8484, 5.7472, -3.1561], [-5.5995, 4.2879, -4.1619], [-3.2754, 6.4270, -5.6203], [-4.6257, 7.1285, -4.8168], [-4.8388, 5.6206, -5.8691], [-4.4188, 4.9594, -0.1749], [-5.0015, 6.0128, -1.0022], [-1.1471, -15.0026, 2.1407], [-0.7477, -13.4455, 2.1930], [-1.6251, -12.6441, 1.5347], [-0.3483, -15.6701, 2.4638], [-1.5501, -15.2818, 1.1672], [-2.0568, -15.3716, 2.6143], [0.2249, -13.2930, 1.7251], [-0.7582, -13.0945, 3.2249], [-1.5197, -11.6956, 1.6387], [-8.3209, -6.5702, 0.1016], [-7.9419, -5.2244, 0.7016], [-7.9070, -5.3679, 2.0626], [-9.2558, -6.9408, 0.5220], [-7.5322, -7.2936, 0.3084], [-8.3643, -6.5163, -0.9862], [-8.6276, -4.4159, 0.4481], [-6.9508, -4.9039, 0.3804], [-6.9941, -5.5304, 2.3114], [-2.4759, -6.6401, -6.0530], [-2.8638, -7.7529, -5.1113], [-3.0261, -8.9414, -5.8197], [-2.1013, -5.7816, -5.4955], [-3.2551, -6.0966, -6.5874], [-1.8098, -6.9970, -6.8385], [-3.7565, -7.6697, -4.4915], [-2.0722, -7.7698, -4.3622], [-3.4223, -9.5692, -5.2110], [3.6264, -8.6315, 1.6612], [3.6225, -8.0891, 0.2249], [2.5137, -8.7503, -0.3977], [3.7942, -9.7075, 1.7072], [2.7247, -8.4918, 2.2575], [4.5099, -8.2041, 2.1354], [4.5190, -8.4106, -0.3051], [3.4488, -7.0204, 0.0988], [1.6470, -8.4048, -0.1718], [-3.2016, -5.4800, 11.6633], [-2.4353, -4.8078, 10.5297], [-3.2980, -3.9206, 9.7785], [-3.2946, -4.7941, 12.5053], [-2.6561, -6.3485, 12.0324], [-4.2136, -5.8773, 11.5845], [-2.0693, -5.6005, 9.8772], [-1.6061, -4.2956, 11.0178], [-2.9615, -4.0936, 8.8962], [5.3555, 2.2946, -0.7464], [5.0243, 2.8834, -1.9933], [5.9625, 2.8082, -3.0819], [5.3942, 2.7301, -4.5485], [4.7708, 4.0431, -4.8978], [4.2907, 4.2536, -6.2995], [3.2489, 3.1031, -6.6062], [2.1050, 3.0023, -5.7886], [1.3204, 1.7720, -6.0952], [5.4149, 1.2119, -0.8573], [4.6761, 2.4179, 0.0970], [6.3091, 2.7374, -0.4588], [6.5266, 1.8779, -3.1481], [6.6276, 3.6707, -3.0377], [4.7312, 1.8766, -4.6899], [6.1901, 2.4464, -5.2371], [5.6519, 4.5369, -4.8924], [5.0946, 4.2968, -7.0344], [3.8910, 5.2672, -6.3293], [3.7524, 2.1365, -6.6226], [2.8121, 3.4537, -7.5412], [0.3091, 1.8830, -5.7040], [1.7409, 0.8461, -5.7028], [1.2647, 1.5756, -7.1660], [6.2540, 6.2742, 6.4288], [5.4674, 6.5587, 5.2386], [5.4036, 7.8781, 4.8111], [4.7568, 7.8757, 3.4777], [3.4230, 7.2271, 3.4756], [2.3148, 7.9419, 4.1144], [1.9428, 9.2007, 3.3783], [1.3043, 8.8199, 2.1063], [0.8118, 9.9795, 1.4321], [5.7310, 6.3748, 7.3798], [7.0517, 7.0115, 6.5192], [6.6663, 5.2795, 6.2593], [6.4081, 8.2155, 4.5553], [4.8622, 8.4820, 5.5393], [5.3714, 7.5437, 2.6410], [4.7232, 8.9280, 3.1955], [3.6375, 6.4463, 4.0794], [2.7059, 8.2828, 5.0731], [1.5905, 7.1346, 4.2229], [2.7173, 9.9342, 3.1544], [1.2010, 9.6980, 4.0032], [0.2366, 10.5962, 2.1227], [0.0874, 9.6707, 0.6784], [1.5236, 10.7462, 1.1262]], "forces_ev_per_a": [[-0.1, -2.2, -0.6], [0.1, 3.9, 1.1], [2.5, 1.7, -4.3], [-1.1, 0.0, 3.0], [-1.7, -2.5, 2.6], [0.8, 0.7, -2.2], [1.8, 3.4, -2.0], [-1.8, -3.1, 2.9], [-0.1, 0.2, 0.6], [-0.1, -2.5, -1.1], [-0.1, 0.4, 0.0], [-0.1, -0.2, 0.0], [-0.2, 1.0, -0.9], [-0.7, -1.1, 1.7], [0.0, -1.0, 1.7], [1.0, 2.6, -1.8], [-0.2, -1.4, 1.2], [-0.1, -0.4, -0.8], [-0.1, 0.1, -0.1], [0.3, -0.2, -0.2], [0.4, 0.1, -0.2], [0.5, 0.5, -0.4], [0.0, 0.7, -0.2], [-0.1, -0.6, 0.0], [-0.3, 0.0, 0.1], [0.1, 0.2, 0.0], [0.1, 0.0, -0.2], [-0.6, -0.4, 0.0], [0.0, -0.1, 0.1], [-0.8, 0.1, -0.1], [-1.0, 0.3, 1.0], [-0.7, -2.9, 1.6], [0.6, 1.9, -0.1], [0.5, -0.3, -1.4], [0.6, 0.6, -1.2], [-0.4, 0.7, -0.2], [-0.4, -0.6, -0.2], [0.0, 0.0, 0.2], [-0.1, 0.1, -0.3], [0.2, 0.4, -0.7], [-0.2, 0.5, 0.6], [0.4, -0.1, 0.5], [-0.4, -0.4, 0.4], [-0.5, -0.3, 0.1], [1.5, 0.0, -0.2], [0.5, 0.0, -0.1], [0.8, -1.2, -2.2], [0.4, -0.4, 0.8], [0.4, -0.2, 1.5], [-0.8, -0.5, -0.4], [1.2, 0.5, 1.0], [0.3, 1.6, 0.5], [-1.1, -0.1, 0.0], [0.0, -0.2, 0.2], [-0.2, 0.6, 0.3], [-0.1, -0.2, -0.4], [-0.3, 0.6, -0.6], [-0.2, -0.3, 0.2], [0.1, -0.3, -0.1], [-0.7, 0.2, -0.5], [-0.3, 0.0, 0.1], [0.7, -1.0, 0.2], [-0.2, 0.9, -0.7], [-0.6, 1.0, -0.6], [0.4, -1.7, 1.3], [-2.6, 0.4, -2.0], [0.2, 0.3, -0.3], [1.1, 0.2, -0.8], [0.0, 0.9, 1.3], [0.5, -0.5, 0.4], [0.7, -0.5, 0.4], [0.4, -0.2, 0.3], [0.3, 0.2, -0.7], [0.3, -0.3, -1.3], [0.0, 0.1, 2.3], [0.0, 0.1, -0.1], [0.0, 0.0, 0.2], [-0.3, 0.0, -0.1], [-0.3, -0.1, -0.1], [0.0, 0.0, -0.5], [0.0, 0.0, 0.3], [-0.8, 1.2, -0.2], [0.0, 0.7, 0.8], [0.2, -1.2, -0.6], [0.8, -0.3, 0.2], [-0.8, -0.7, -0.2], [0.4, 0.0, 0.4], [-0.3, 1.1, -0.2], [0.4, -0.6, 0.0], [0.1, -0.2, -0.1], [1.3, 0.4, 0.1], [-2.2, -1.1, 0.7], [0.2, -0.8, -1.3], [0.0, -0.1, -0.6], [0.0, 0.7, -0.3], [-0.1, 0.2, 0.6], [-0.1, 0.1, 0.0], [0.5, 0.1, 0.5], [0.3, 0.5, 0.3], [-0.1, -0.1, 1.2], [-1.6, -0.6, 0.3], [1.2, -0.8, 0.4], [0.2, 0.1, 0.1], [0.4, 0.1, 0.1], [-0.1, 0.3, -1.2], [0.3, 0.2, -0.2], [0.2, 0.2, -0.4], [-0.5, 0.6, -0.5], [1.3, -0.4, -0.7], [-0.9, 0.3, -1.3], [-0.8, -0.8, -0.6], [-1.6, 0.5, 0.7], [1.4, -0.3, -0.7], [-1.1, -1.7, 2.2], [-0.2, 1.7, -0.9], [-0.8, -1.4, 0.6], [0.8, 1.1, 0.0], [0.4, -0.2, 0.0], [-0.6, 0.8, -0.7], [0.4, -0.4, 0.4], [0.5, -0.2, 1.1], [0.3, 0.0, 0.1], [-0.6, 0.2, 0.6], [0.8, 0.3, 0.0], [-0.1, 1.2, 0.4], [0.1, -0.8, -0.4], [-0.6, -0.2, 0.1], [0.2, 0.0, -0.5], [0.5, -0.8, -1.0], [0.3, 0.3, 0.1], [0.4, 0.3, 0.6], [0.0, 0.5, -0.3], [-0.1, 0.8, -1.3], [0.5, -1.5, 1.6], [1.0, -0.4, -0.3], [-1.8, 1.3, -1.0], [1.4, -0.1, -0.5], [2.5, 0.0, -0.3], [-2.1, -1.0, -1.6], [0.6, 1.5, 0.6], [-0.8, -0.1, 1.2], [-0.6, -0.3, -0.2], [0.4, 0.0, -0.3], [-0.1, 0.1, 0.4], [0.4, 0.6, 0.8], [0.2, 0.4, 0.1], [0.2, -1.0, 0.4], [-0.7, 0.4, 0.0], [-0.5, -0.7, -0.2], [-0.6, 0.1, 0.8], [-0.7, 0.8, 0.1], [0.5, -0.3, 0.2], [-0.3, 0.3, 0.0], [-0.6, -0.1, 0.5], [0.6, 0.0, -0.3], [0.8, -0.6, -0.7]], "charge": -2}

Number 1: F_max 0.06174 Eh/bohr, gap between HOMO and LUMO 9.898 eV. Number 2: F_max 0.10245 Eh/bohr, gap between HOMO and LUMO 2.810 eV.